Here is a cluster of 11 separate species, C40H108N14O17 in total in a non-equilibrium geometry from OMol25. Energies are from ωB97M-V/def2-TZVPD.

Atoms and positions in Å:
1 O 2.3432 1.6976 1.6130
2 O 1.8099 -6.3849 -0.0019
3 O -6.1333 -0.3447 7.3873
4 O 3.5544 4.5646 4.9179
5 O 0.0688 6.0965 1.7255
6 O 1.2098 -2.6594 -4.2532
7 O -6.7796 0.4922 -0.1862
8 O -2.5965 1.2128 2.3243
9 O 4.0051 8.7710 -4.2609
10 O -4.1674 -5.5677 1.5561
11 O 2.7935 5.4195 -1.3865
12 O 7.2396 1.5515 1.9933
13 O -2.2017 -1.6855 -1.3668
14 O -1.2235 2.1247 -1.4567
15 O 6.5544 -3.7811 -0.7754
16 O -7.5695 -3.0123 -4.3923
17 O 3.7688 -0.1026 -2.5804
18 N -3.7785 -0.3735 5.3662
19 N 5.6957 0.5725 3.3228
20 N 6.5036 -1.4041 -2.4500
21 N -5.4960 -3.6687 -3.7138
22 N 0.1959 -1.3046 0.6278
23 N -0.7798 1.3555 -3.5377
24 N 0.6132 -5.4589 -2.8294
25 N -1.4331 3.4026 -3.2470
26 N 7.5319 1.2558 4.1142
27 N -5.7891 -2.3254 2.1559
28 N -0.2909 4.7744 3.4263
29 N 1.5599 5.8954 3.3507
30 N 1.6544 7.1350 -3.3088
31 N -7.2682 -4.3649 -2.6959
32 C 5.9451 -0.5338 -3.4792
33 C 5.2761 9.2867 -4.6908
34 C 0.1752 -6.4393 -1.8974
35 C 1.9805 2.0793 2.9620
36 C -3.1682 2.4310 1.9959
37 C 0.4584 -6.0791 -0.4058
38 C 7.0955 -4.1063 0.5091
39 C 1.9949 5.8045 -3.6203
40 C -2.6730 0.8316 3.6169
41 C -2.2982 -1.2056 -0.0335
42 C -2.9114 -5.3456 2.2166
43 C -6.1247 1.7423 -0.3752
44 C -1.1391 2.2926 -2.6719
45 C 1.7041 7.9581 -4.5140
46 C 2.5089 0.5982 -2.4381
47 C 7.5658 -3.6968 -1.8217
48 C -4.0242 0.2360 4.0826
49 C -4.8913 -4.4197 1.0176
50 C -5.2928 -1.3339 7.0565
51 C 2.0020 4.8910 -2.3568
52 C 0.5672 -0.0162 1.2510
53 C -6.3042 -0.1422 0.9794
54 C -3.1724 -1.1681 -2.2152
55 C 0.4427 5.6360 2.7744
56 C -6.8065 -3.6237 -3.6481
57 C -4.6585 -1.5236 5.6735
58 C -5.5544 0.8878 7.7165
59 C 0.0426 -3.4210 -4.2476
60 C -0.2409 -4.2393 -2.9276
61 C 4.9447 0.5996 -2.8706
62 C 2.7226 4.7548 -0.0534
63 C 2.0650 0.3377 1.2853
64 C -1.1571 -1.8167 0.8954
65 C 7.0182 -2.6867 -2.8942
66 C 2.4422 -3.3653 -4.2816
67 C 6.8178 1.1404 3.0488
68 C -5.7218 -3.8283 2.0544
69 C 3.0446 8.2200 -5.2441
70 C -6.2891 -1.6502 0.9199
71 C 1.8372 -7.7307 0.5598
72 H 4.8515 1.4011 -3.6034
73 H -0.7294 -2.6603 -4.3637
74 H -0.1975 -3.6469 -2.0137
75 H 8.4391 1.6990 4.1389
76 H -5.5345 -4.6540 0.1693
77 H -6.7387 -4.2127 1.9746
78 H 5.1715 9.6245 -5.7219
79 H -1.4962 -1.5775 1.9034
80 H 5.3318 -1.1543 -4.1325
81 H 1.7547 -0.1850 -2.3614
82 H -3.3217 -1.3872 0.2946
83 H 0.9661 4.6372 -2.1320
84 H -5.8457 -2.2727 7.0888
85 H 7.8508 -4.7017 -2.1332
86 H 0.2881 -5.0057 -0.3231
87 H 2.4563 1.3534 -1.6539
88 H 0.1576 -1.3423 -0.3808
89 H -1.2539 4.5108 3.2742
90 H 2.2572 1.0763 -3.3847
91 H -4.3683 -0.4808 3.3371
92 H 2.9694 5.7467 -4.1051
93 H 4.0145 3.8828 4.4284
94 H -5.3539 -4.1539 3.0274
95 H -4.2477 2.3494 1.8692
96 H -2.2796 1.6627 4.2023
97 H 1.1377 8.8355 -4.2016
98 H -2.7425 -6.1402 2.9434
99 H 1.1173 7.4402 -5.2726
100 H 1.3702 -8.4488 -0.1143
101 H 0.2559 0.0011 2.2954
102 H -2.9706 3.1997 2.7430
103 H -3.2078 -1.6895 -3.1717
104 H 6.2138 -3.2301 -3.3901
105 H 2.5040 3.9313 -2.4794
106 H -4.0230 -2.3888 5.4849
107 H -2.2645 -0.1264 0.1153
108 H 0.8068 -7.2581 -2.2420
109 H 5.3104 1.1172 -1.9837
110 H -6.4403 2.5487 0.2868
111 H -6.3805 1.5371 8.0063
112 H -5.0408 -4.2733 -3.0450
113 H -2.1188 -5.3549 1.4685
114 H -5.0511 1.7007 -0.5589
115 H 5.0027 0.7794 2.6178
116 H -5.0082 -3.2084 -4.4690
117 H -6.5499 -4.8625 -2.1894
118 H 5.8067 -1.7494 -1.8056
119 H -0.5522 1.6045 -4.4897
120 H -5.2380 0.0609 1.0802
121 H -1.4451 3.4351 -4.2564
122 H -4.9706 1.4255 6.9694
123 H -1.2674 -2.8989 0.8278
124 H -6.8414 0.2524 1.8419
125 H -3.8742 0.2186 6.1788
126 H -4.1704 -3.6642 0.7053
127 H -1.2651 -4.6076 -2.9865
128 H 0.0200 0.8627 0.9101
129 H 2.4953 0.2163 0.2912
130 H 7.7622 -2.3787 -3.6288
131 H 6.6494 0.0358 -4.0854
132 H -6.4802 -2.0548 2.8409
133 H 2.5363 -0.3713 1.9660
134 H -1.6857 4.1915 -2.6691
135 H 3.0148 8.8544 -6.1300
136 H 6.3792 -4.6631 1.1133
137 H 2.5728 -4.0783 -5.0956
138 H -4.7492 1.0407 4.2049
139 H 1.9608 6.7142 2.9161
140 H 3.3521 7.2451 -5.6227
141 H 2.4441 1.5734 3.8088
142 H 7.6118 -3.2723 0.9844
143 H 1.5771 -5.2869 -2.5817
144 H 2.4093 -3.8799 -3.3212
145 H 5.4832 0.3062 4.2736
146 H 2.4622 3.0553 3.0208
147 H 6.1251 8.6060 -4.6273
148 H 0.2221 4.5160 4.2571
149 H 5.5882 10.1704 -4.1343
150 H 1.9109 4.0720 0.1979
151 H 2.2073 5.3559 3.9074
152 H -0.2321 -6.5027 0.3235
153 H 3.6690 4.2292 0.0738
154 H -5.5763 -1.9018 0.1346
155 H -2.9848 -0.1386 -2.5202
156 H 7.8543 -4.8404 0.2383
157 H -6.5579 1.8881 -1.3647
158 H 2.6647 5.5201 0.7205
159 H -7.2858 -2.0153 0.6719
160 H -0.7847 -6.8552 -2.2034
161 H 2.9048 -7.9445 0.6107
162 H -1.8166 0.1595 3.6709
163 H -4.1681 -1.1646 -1.7717
164 H 0.9004 2.0757 3.1086
165 H 1.3043 -7.7187 1.5105
166 H 4.0173 4.6136 5.7542
167 H -4.8974 0.7333 8.5723
168 H 7.0766 0.9778 4.9718
169 H 1.3638 5.2728 -4.3324
170 H -5.5720 -1.5432 5.0791
171 H -8.2564 -4.4802 -2.5216
172 H -3.0008 -4.4744 2.8656
173 H 8.5568 -3.3195 -1.5692
174 H 2.3391 7.5696 -2.7068
175 H -2.6546 2.6506 1.0599
176 H 3.2243 -2.6081 -4.3362
177 H -4.4939 -1.3469 7.7979
178 H -0.5192 0.4499 -3.1743
179 H -0.0058 -4.0509 -5.1358

## Properties
- HOMO energy (eV) = -8.25
- multiplicity = 1
- SMILES = COCCNCCOC.COCCNCCOC.COCCNCCOC.COCCNCCOC.COCCNCCOC.COCCNCCOC.NC(N)=O.NC(N)=O.NC(N)=O.NC(N)=O.O
- total charge = 0
- energy above the lowest of the compared OMol25 structures with the same formula, charge and spin (kcal per mole) = 191.81
- orbital gap (eV) = 8.140
- LUMO level (eV) = -0.109
- calculated total energy (eV) = -98888.302